1.
The following is a quantum chemistry calculation of a molecular structure, C19H25CrN7OS, from the OMol25 dataset.

Cartesian coordinates (Å):
Cr (-0.505, -0.036, -0.423)
C (-1.352, -1.886, 1.682)
C (-0.603, -2.862, 0.782)
N (-0.113, -2.180, -0.446)
C (1.291, -2.535, -0.835)
C (2.140, -1.357, -1.280)
N (2.485, -0.474, -0.173)
C (1.519, 0.544, 1.745)
C (0.651, -0.572, 2.286)
N (-0.677, -0.568, 1.628)
H (-1.394, -2.280, 2.700)
H (-2.373, -1.742, 1.339)
H (-1.254, -3.702, 0.542)
H (0.253, -3.280, 1.306)
H (-0.707, -2.451, -1.221)
H (1.272, -3.276, -1.635)
H (1.774, -2.995, 0.026)
H (1.689, -0.845, -2.128)
H (3.090, -1.768, -1.621)
H (3.357, 0.008, -0.348)
H (1.083, 1.508, 2.012)
H (2.864, 0.692, 3.385)
H (0.545, -0.493, 3.368)
H (1.144, -1.520, 2.065)
H (-1.269, 0.117, 2.090)
O (-2.206, 3.539, -0.680)
C (-1.950, 2.365, -0.571)
N (-0.717, 1.811, -0.346)
C (0.451, 2.650, -0.573)
C (1.711, 1.876, -0.226)
C (2.883, 2.483, -0.091)
C (4.061, 2.019, 0.654)
C (4.056, 1.200, 1.706)
C (2.924, 0.427, 2.325)
N (1.493, 0.488, 0.232)
C (-3.008, 1.298, -0.752)
C (-4.306, 1.625, -1.078)
C (-5.195, 0.602, -1.364)
C (-4.748, -0.710, -1.312)
C (-3.434, -0.951, -0.962)
N (-2.571, 0.030, -0.685)
H (0.401, 3.552, 0.036)
H (0.471, 2.983, -1.615)
H (2.943, 3.498, -0.474)
H (5.004, 2.483, 0.386)
H (5.006, 1.031, 2.204)
H (3.219, -0.625, 2.299)
H (-4.575, 2.672, -1.121)
H (-6.218, 0.822, -1.641)
H (-5.402, -1.540, -1.542)
H (-3.058, -1.967, -0.911)
S (-1.093, 0.287, -4.970)
C (-0.681, 0.079, -3.457)
N (-0.370, -0.072, -2.318)

- Total charge: +1
- ΔE to the lowest compared entry with this formula, charge and spin: 0.3 kcal per mole
- 2S+1: 2
- Frontier orbital gap (alpha / beta): 7.237 / 7.805 eV
- Electronic energy: -71837.9931 eV
- <S²>: 0.761



2.
The following is a quantum chemistry calculation of C19H25F3N4O2 in the gas phase, from the OMol25 dataset.

Cartesian coordinates (Å):
C (-0.054, -3.802, -1.186)
O (-0.842, -3.114, -0.248)
C (-2.076, -3.754, 0.010)
C (-2.840, -2.913, 1.032)
N (-3.007, -1.576, 0.529)
C (-4.176, -0.932, 0.385)
O (-5.253, -1.362, 0.740)
C (-4.006, 0.430, -0.305)
N (-2.629, 0.869, -0.237)
C (-2.145, 1.663, -1.344)
C (-0.617, 1.641, -1.316)
C (-0.110, 2.203, 0.016)
N (1.332, 2.133, 0.095)
C (2.196, 3.200, 0.172)
C (1.750, 4.614, 0.198)
N (3.446, 2.846, 0.222)
C (3.452, 1.480, 0.179)
C (4.528, 0.604, 0.207)
C (4.240, -0.747, 0.154)
C (5.338, -1.765, 0.195)
F (6.565, -1.240, 0.094)
F (5.232, -2.673, -0.798)
F (5.329, -2.482, 1.339)
C (2.925, -1.221, 0.077)
C (1.850, -0.359, 0.042)
C (2.117, 1.004, 0.097)
C (-0.769, 1.481, 1.196)
C (-2.286, 1.487, 1.029)
H (0.220, -4.799, -0.819)
H (0.847, -3.211, -1.336)
H (-0.580, -3.912, -2.141)
H (-2.655, -3.837, -0.922)
H (-1.906, -4.767, 0.405)
H (-2.274, -2.889, 1.970)
H (-3.831, -3.335, 1.215)
H (-2.185, -1.122, 0.154)
H (-4.293, 0.288, -1.350)
H (-4.719, 1.141, 0.138)
H (-2.498, 1.224, -2.279)
H (-2.505, 2.707, -1.297)
H (-0.278, 0.612, -1.436)
H (-0.217, 2.231, -2.143)
H (-0.384, 3.262, 0.067)
H (1.199, 4.867, -0.707)
H (2.633, 5.243, 0.261)
H (1.116, 4.807, 1.063)
H (5.539, 0.971, 0.267)
H (2.758, -2.287, 0.047)
H (0.852, -0.762, -0.022)
H (-0.423, 0.449, 1.242)
H (-0.493, 1.972, 2.130)
H (-2.747, 0.913, 1.835)
H (-2.666, 2.524, 1.085)

- Total charge: 0
- ΔE to the lowest compared entry with this formula, charge and spin: 0.0 kcal per mole
- SMILES: COCCNC(=O)CN1CCC(n2c(C)nc3cc(C(F)(F)F)ccc32)CC1
- Frontier orbital gap: 9.297 eV
- Electronic energy: -38318.4250 eV



3.
The following is a quantum chemistry calculation of a molecular structure, C19H25FHgN3O4 at a distorted geometry, from the OMol25 dataset.

Cartesian coordinates (Å):
Hg (3.222, -3.929, 0.584)
C (-4.009, -3.014, -0.538)
C (-3.585, -1.635, 0.033)
N (-2.143, -1.599, 0.265)
C (-1.503, -2.677, 0.771)
C (-0.114, -2.878, 0.966)
C (0.272, -4.306, 1.307)
O (-0.555, -5.164, 1.519)
O (1.508, -4.665, 1.355)
C (0.668, -1.707, 0.674)
O (1.863, -1.658, 1.012)
C (-0.030, -0.561, 0.141)
C (0.704, 0.579, -0.190)
C (0.184, 1.795, -0.422)
F (1.099, 2.790, -0.666)
C (-1.226, 2.003, -0.239)
C (-1.989, 0.819, -0.035)
C (-1.386, -0.412, 0.089)
N (-1.878, 3.203, -0.193)
C (-1.553, 4.409, -0.915)
C (-1.641, 5.675, -0.012)
N (-2.996, 5.737, 0.521)
C (-3.762, 4.506, 0.541)
C (-2.834, 3.380, 0.901)
H (-5.019, -3.023, -0.996)
H (-4.114, -3.808, 0.238)
H (-3.255, -3.377, -1.260)
H (-4.048, -1.351, 1.003)
H (-3.761, -0.841, -0.735)
H (-2.223, -3.446, 1.115)
H (1.769, 0.549, -0.167)
H (-3.034, 0.782, 0.021)
H (-2.266, 4.595, -1.730)
H (-0.554, 4.262, -1.394)
H (-1.238, 6.565, -0.529)
H (-0.931, 5.527, 0.829)
H (-3.536, 6.504, 0.132)
H (4.005, -3.255, 1.881)
H (-4.120, 4.332, -0.475)
H (-4.597, 4.657, 1.198)
H (-3.407, 2.484, 1.046)
H (-2.276, 3.586, 1.860)
C (5.833, -1.557, 0.130)
C (5.264, -2.600, -0.860)
C (6.344, -2.874, -1.920)
O (4.965, -3.862, -0.383)
H (5.827, -0.460, -0.199)
H (6.798, -1.839, 0.650)
H (5.084, -1.295, 0.937)
H (4.380, -2.076, -1.416)
H (7.131, -3.493, -1.415)
H (6.879, -1.986, -2.303)
H (5.783, -3.391, -2.725)

- Total charge: 0
- ΔE to the lowest compared entry with this formula, charge and spin: 14.9 kcal per mole
- 2S+1: 2
- Frontier orbital gap (alpha / beta): 8.324 / 6.816 eV
- Electronic energy: -39655.8414 eV
- <S²>: 0.759